{
  "formula": "C2H3N3O",
  "method": "ωB97M-V/def2-TZVPD",
  "elements": ["C", "C", "N", "N", "N", "O", "H", "H", "H"],
  "xyz": [[2.494, 0.323, -0.038], [-0.914, 0.487, 0.298], [3.433, 0.376, 0.643], [1.529, 0.217, -0.861], [0.055, -0.390, -0.078], [-0.901, 1.668, 0.149], [-1.523, -0.085, 0.983], [1.280, 1.235, -1.225], [-0.110, -1.323, 0.036]],
  "largest_force_ha_per_bohr": 0.1363,
  "e_above_lowest_kj_mol": 343.3,
  "multiplicity": 1,
  "e_lumo_ev": -0.923,
  "mol_weight_g_mol": 85.07,
  "energy_ev": -8636.937,
  "homo_ev": -10.62
}